Formula: C4H8N2O
Source: the OMol25 dataset
Level of theory: ωB97M-V with the def2-TZVPD basis set

Values from the calculation:
- Charge: 0
- Kohn-Sham gap (alpha / beta): 7.64 / 7.64 eV
- Relative energy (zero: lowest compared OMol25 entry of this formula, charge and spin): 460.2 kJ/mol
- HOMO (alpha / beta): -6.8 / -6.8 eV

Geometry (Å):
C (0.976, -0.821, 0.279)
C (2.316, 0.516, -0.104)
C (-0.297, -0.183, 0.205)
N (-0.440, 1.205, 0.475)
N (-2.578, -0.269, -0.531)
C (-1.370, -0.862, -0.299)
O (2.042, -0.361, 0.974)
H (1.006, -1.893, 0.087)
H (-0.263, 1.396, 1.457)
H (0.290, 1.692, -0.062)
H (-2.615, 0.727, -0.352)
H (-3.313, -0.810, -0.956)
H (2.613, 1.499, 0.246)
H (2.931, 0.078, -0.880)
H (-1.296, -1.914, -0.539)

natural (NBO) atomic charge list, values in e, 5 entries: atom 1 (C): 0.200, atom 2 (C): -0.295, atom 3 (C): -0.055, atom 4 (N): -0.863, atom 5 (N): -0.804


Formula: C19H22BrN4O4P
Source: the OMol25 dataset
Level of theory: ωB97M-V with the def2-TZVPD basis set

Values from the calculation:
- Charge: 0
- Kohn-Sham gap: 6.70 eV
- SMILES: C[C@H](Br)Cc1ccc(P(=N)(O)O)c2c1C(=O)NC2=O.c1cc[nH]c1.c1cc[nH]c1
- HOMO: -7.9 eV

Geometry (Å):
C (-1.824, -0.504, 3.355)
C (-2.670, 0.510, 2.594)
Br (-4.063, -0.389, 1.561)
C (-1.799, 1.454, 1.764)
C (-1.009, 0.817, 0.650)
C (-1.596, 0.484, -0.568)
C (-0.857, -0.061, -1.609)
C (0.504, -0.328, -1.487)
P (1.302, -0.942, -2.999)
N (0.893, -0.119, -4.232)
O (0.896, -2.500, -3.021)
O (2.859, -0.894, -2.736)
C (1.084, -0.047, -0.260)
C (0.347, 0.536, 0.767)
C (1.259, 0.762, 1.920)
O (1.004, 1.090, 3.052)
N (2.575, 0.476, 1.466)
C (2.457, -0.284, 0.270)
O (3.317, -1.027, -0.127)
H (-0.940, -0.797, 2.793)
H (-2.392, -1.411, 3.558)
H (-1.521, -0.096, 4.320)
H (-3.218, 1.131, 3.298)
H (-1.084, 1.852, 2.484)
H (-2.384, 2.278, 1.358)
H (-2.646, 0.690, -0.720)
H (-1.330, -0.241, -2.566)
H (0.460, -0.694, -4.944)
H (0.577, -2.813, -2.167)
H (3.177, -1.508, -2.060)
H (3.097, -0.030, 2.174)
N (0.440, -1.131, 6.311)
C (1.195, -0.993, 7.443)
C (0.915, -2.050, 8.266)
C (-0.047, -2.860, 7.603)
C (-0.320, -2.267, 6.400)
H (0.446, -0.493, 5.534)
H (1.864, -0.159, 7.566)
H (1.350, -2.225, 9.235)
H (-0.487, -3.773, 7.968)
H (-0.983, -2.555, 5.603)
N (0.274, 1.640, -7.011)
C (1.061, 1.905, -8.094)
C (0.272, 2.467, -9.063)
C (-1.047, 2.545, -8.538)
C (-1.009, 2.027, -7.270)
H (0.595, 1.228, -6.152)
H (2.112, 1.673, -8.085)
H (0.601, 2.788, -10.038)
H (-1.920, 2.936, -9.034)
H (-1.784, 1.904, -6.533)

natural (NBO) atomic charge list, values in e, 5 entries: atom 1 (C): -0.638, atom 2 (C): -0.204, atom 3 (Br): -0.024, atom 4 (C): -0.473, atom 5 (C): 0.035


Formula: FHO2PTm
Source: the OMol25 dataset
Level of theory: ωB97M-V with the def2-TZVPD basis set

Values from the calculation:
- Charge: +2
- Multiplicity: 3
- Kohn-Sham gap (alpha / beta): 8.04 / 7.46 eV
- Relative energy (zero: lowest compared OMol25 entry of this formula, charge and spin): 0.0 kJ/mol
- ⟨S²⟩: 2.002
- HOMO (alpha / beta): -20.3 / -20.3 eV

Geometry (Å):
P (1.850, 0.870, 0.042)
O (2.677, -0.385, -0.062)
O (0.408, -0.002, 0.238)
F (-3.864, 0.215, -0.216)
Tm (-1.878, 0.308, -0.119)
H (0.807, -1.007, 0.117)

natural (NBO) atomic charge list, values in e, 5 entries: atom 1 (P): 1.601, atom 2 (O): -0.884, atom 3 (O): -1.256, atom 4 (F): -0.727, atom 5 (Tm): 2.667


Formula: C4H10NO
Source: the OMol25 dataset
Level of theory: ωB97M-V with the def2-TZVPD basis set

Values from the calculation:
- Charge: +1
- Kohn-Sham gap: 9.94 eV
- Relative energy (zero: lowest compared OMol25 entry of this formula, charge and spin): 548.3 kJ/mol
- HOMO: -15.7 eV

Geometry (Å):
C (0.749, -0.843, -0.353)
C (1.997, -0.362, 0.075)
C (-1.732, -0.263, -0.819)
C (-0.546, 0.877, 0.951)
N (-0.522, -0.364, 0.075)
O (-0.607, -1.543, 0.848)
H (0.766, -1.797, -0.901)
H (1.800, 0.449, 0.742)
H (2.569, -0.085, -0.746)
H (2.590, -1.146, 0.465)
H (-2.769, -0.614, -0.377)
H (-1.652, 0.595, -1.348)
H (-1.472, -1.128, -1.602)
H (0.149, 0.708, 1.885)
H (-0.039, 1.680, 0.393)
H (-1.561, 1.089, 1.259)

natural (NBO) atomic charge list, values in e, 5 entries: atom 1 (C): 0.374, atom 2 (C): -0.731, atom 3 (C): -0.418, atom 4 (C): -0.432, atom 5 (N): -0.038


Formula: C6H9N
Source: the OMol25 dataset
Level of theory: ωB97M-V with the def2-TZVPD basis set

Values from the calculation:
- Charge: 0
- Kohn-Sham gap: 8.86 eV
- Relative energy (zero: lowest compared OMol25 entry of this formula, charge and spin): 337.5 kJ/mol
- HOMO: -8.0 eV

Geometry (Å):
C (-0.675, 1.319, 1.804)
C (-1.533, 0.817, -0.474)
C (-0.638, 0.306, -1.360)
C (0.420, -0.525, -0.774)
C (1.535, -1.156, -1.544)
C (0.226, -0.594, 0.550)
N (-0.949, 0.217, 0.859)
H (0.111, 1.934, 1.363)
H (-1.584, 1.912, 1.910)
H (-0.348, 0.919, 2.768)
H (-0.694, 0.494, -2.429)
H (2.168, -1.788, -0.914)
H (2.164, -0.379, -1.995)
H (1.141, -1.764, -2.365)
H (0.779, -1.085, 1.341)
H (-1.710, -0.357, 1.227)

natural (NBO) atomic charge list, values in e, 5 entries: atom 1 (C): -0.399, atom 2 (C): -0.121, atom 3 (C): -0.447, atom 4 (C): 0.026, atom 5 (C): -0.639


Formula: C20H44F6N2O16S7Zr
Source: the OMol25 dataset
Level of theory: ωB97M-V with the def2-TZVPD basis set

Values from the calculation:
- Charge: 0
- Kohn-Sham gap: 8.51 eV
- Relative energy (zero: lowest compared OMol25 entry of this formula, charge and spin): 0.0 kJ/mol
- HOMO: -8.7 eV

Geometry (Å):
Zr (-20.076, -0.548, 7.551)
S (-21.897, 1.083, 6.091)
O (-22.179, 0.499, 4.810)
O (-22.136, 0.034, 7.168)
O (-20.378, 1.097, 6.387)
O (-22.479, 2.350, 6.344)
O (-16.849, -2.525, 5.752)
C (-17.843, -1.748, 6.222)
O (-18.324, -1.991, 7.403)
O (-18.399, -0.764, 5.587)
H (-16.775, -2.353, 4.773)
C (-23.978, -1.238, 9.093)
F (-24.033, 0.030, 9.203)
F (-24.926, -1.803, 9.805)
F (-24.078, -1.544, 7.869)
S (-22.342, -1.786, 9.870)
O (-21.874, -0.611, 10.528)
O (-22.653, -2.880, 10.689)
N (-21.277, -2.089, 8.570)
S (-20.853, -3.641, 8.711)
O (-20.164, -4.141, 7.567)
O (-20.171, -3.924, 9.935)
C (-22.374, -4.761, 8.595)
F (-23.460, -4.069, 8.301)
F (-22.150, -5.569, 7.601)
F (-22.553, -5.459, 9.684)
C (-15.222, -1.268, 0.938)
C (-15.589, -2.018, 2.219)
C (-14.644, -3.206, 2.389)
C (-13.266, -2.810, 2.789)
C (-13.333, -1.991, 4.061)
C (-14.276, -0.778, 4.019)
N (-15.553, -1.211, 3.439)
O (-16.440, -0.124, 3.302)
C (-14.359, -0.354, 5.484)
C (-13.600, 0.340, 3.209)
C (-17.002, -2.598, 2.044)
H (-15.839, -1.594, 0.092)
H (-14.184, -1.348, 0.618)
H (-15.473, -0.202, 1.021)
H (-15.105, -3.770, 3.229)
H (-14.740, -3.922, 1.573)
H (-12.802, -2.196, 2.000)
H (-12.627, -3.695, 2.841)
H (-12.332, -1.609, 4.296)
H (-13.625, -2.603, 4.918)
H (-15.130, 0.384, 5.769)
H (-14.566, -1.212, 6.127)
H (-13.403, 0.091, 5.751)
H (-14.246, 1.222, 3.165)
H (-12.698, 0.694, 3.725)
H (-13.264, 0.038, 2.219)
H (-17.358, -3.037, 2.985)
H (-16.937, -3.407, 1.314)
H (-17.751, -1.883, 1.726)
H (-17.122, -0.306, 3.989)
C (-17.037, -2.131, 10.442)
S (-18.386, -1.051, 10.822)
O (-19.180, -0.895, 9.567)
C (-19.267, -1.994, 12.045)
H (-16.373, -1.711, 9.701)
H (-17.385, -3.115, 10.102)
H (-16.546, -2.335, 11.400)
H (-19.065, -3.063, 11.840)
H (-20.350, -1.960, 12.026)
H (-18.817, -1.819, 13.019)
C (-21.061, -1.854, 3.348)
S (-21.196, -2.829, 4.833)
O (-20.831, -1.916, 5.942)
C (-22.971, -2.876, 4.907)
H (-20.059, -1.428, 3.376)
H (-21.712, -0.981, 3.422)
H (-21.222, -2.515, 2.505)
H (-23.514, -3.184, 4.022)
H (-23.293, -1.867, 5.205)
H (-23.249, -3.492, 5.769)
C (-17.212, -5.476, 6.824)
S (-15.689, -6.050, 7.556)
O (-15.136, -7.164, 6.745)
C (-14.645, -4.695, 6.975)
H (-17.981, -6.195, 7.088)
H (-17.100, -5.423, 5.739)
H (-17.500, -4.479, 7.156)
H (-14.811, -3.749, 7.493)
H (-14.847, -4.619, 5.912)
H (-13.642, -5.058, 7.160)
C (-17.141, 2.969, 8.708)
S (-17.122, 1.607, 7.552)
O (-18.324, 0.784, 7.843)
C (-17.446, 2.525, 6.049)
H (-17.396, 2.575, 9.696)
H (-17.857, 3.718, 8.382)
H (-16.148, 3.394, 8.863)
H (-18.355, 3.125, 6.120)
H (-17.633, 1.766, 5.295)
H (-16.571, 3.157, 5.914)

Löwdin atomic charge list, values in e, 5 entries: atom 1 (Zr): 1.962, atom 2 (S): 0.362, atom 3 (O): -0.296, atom 4 (O): -0.472, atom 5 (O): -0.483


no.,calculated total energy (Ha)
1,-341.82837
2,-4172.66221
3,-1676.81006
4,-287.95425
5,-288.65350
6,-5535.42889